75
Properties=species:S:1:pos:R:3 method="wB97M-V/def2-TZVPD" homo_energy_ha="-0.5817 / -0.5817" energy_ev=-70277.7934 orbital_gap_ha="0.16574 / 0.17897" charge=+3 max_force_ha_per_bohr=0.016
Pb -0.705 0.620 1.944
S -2.738 1.547 0.515
P 3.355 0.622 0.900
O 1.888 0.446 0.838
N -0.742 7.029 1.758
N 2.145 5.588 -1.484
N -1.453 -1.810 -2.752
N 3.903 1.543 -0.391
N -4.791 0.395 1.843
N -1.718 -0.362 -4.627
N 4.141 -0.835 0.590
N -4.964 0.515 -0.437
N 4.085 1.231 2.210
N -0.612 -1.567 0.887
N 0.049 2.747 0.987
C -7.026 0.356 0.859
C 0.452 5.219 0.401
C 5.572 -1.036 0.788
C -0.195 6.228 1.126
C 3.501 -1.792 -0.314
C -6.162 -0.133 2.007
C 1.360 5.473 -0.645
C 0.386 -3.702 1.186
C 0.225 3.856 0.751
C 4.092 0.413 3.439
C -1.101 -0.796 -3.534
C -2.998 -3.647 -2.314
C -2.565 -4.057 -1.124
C -0.570 -4.262 0.346
C -1.534 -3.458 -0.249
C 3.959 2.675 2.480
C -6.355 0.023 -0.461
C 5.313 1.890 -0.561
C -1.519 -2.108 0.074
C -2.543 -2.496 -3.124
C -4.283 0.733 0.672
C 0.337 -2.350 1.431
C -2.794 -1.057 -4.992
C -3.242 -2.153 -4.271
C 3.079 1.674 -1.592
H -6.861 0.499 -1.297
H -6.539 0.222 2.963
H 3.549 -2.783 0.142
H -3.307 -0.724 -5.886
H -2.254 -1.433 -0.346
H 5.980 -0.307 1.479
H 2.463 -1.525 -0.484
H -4.102 -2.724 -4.595
H -0.563 -5.327 0.143
H 5.836 1.873 0.389
H 1.059 -1.867 2.082
H -8.002 -0.124 0.906
H -6.347 -1.054 -0.636
H 3.494 1.078 -2.408
H 3.068 2.886 3.076
H 6.096 -0.981 -0.172
H -4.540 0.825 -1.299
H 5.790 1.201 -1.265
H 2.059 1.369 -1.385
H -7.175 1.434 0.939
H 4.093 -0.650 3.203
H 3.221 0.631 4.060
H 1.143 -4.315 1.657
H 4.047 -1.837 -1.259
H 4.989 0.636 4.014
H 3.912 3.244 1.552
H -3.766 -4.249 -2.787
H -4.288 0.676 2.668
H -6.124 -1.222 2.039
H 4.831 3.010 3.039
H -2.990 -4.977 -0.735
H 5.378 2.891 -0.991
H 5.729 -2.041 1.186
H 3.096 2.721 -1.906
H -0.204 -0.257 -3.245

=====

65
Properties=species:S:1:pos:R:3 method="wB97M-V/def2-TZVPD" homo_energy_ha=-0.3915 energy_ev=-34493.5520 orbital_gap_ha=0.30284 charge=+1 max_force_ha_per_bohr=0.049
O -1.815 -3.314 -3.008
N -0.420 -1.196 -0.527
N 0.962 2.483 1.765
N 0.444 2.915 0.479
N -1.335 -3.247 -0.754
C 0.569 0.148 1.221
C -3.467 -0.566 -5.807
C -1.856 -4.562 -0.462
C -3.167 -0.316 -4.465
C -0.760 -2.386 0.273
C 0.461 -3.043 0.923
C 1.237 0.560 4.007
C 1.576 1.165 1.643
C -1.850 -0.437 -4.011
C 3.924 0.965 4.660
C -0.690 -1.365 -1.952
C -1.359 -2.739 -2.022
C 2.160 0.900 3.020
C -1.125 -1.000 -6.249
C -1.548 -0.245 -2.535
C 3.502 1.100 3.331
C 0.266 -0.102 -0.078
C -1.811 -2.126 1.356
C -2.443 -0.905 -6.703
C 1.870 3.507 2.363
C 3.016 0.526 5.639
C -0.557 3.990 0.652
C -0.823 -0.763 -4.906
C 1.577 3.382 -0.334
C 1.686 0.286 5.296
H 0.160 0.509 3.786
H -1.021 0.713 -2.373
H -2.647 -4.508 0.299
H -1.382 3.654 1.295
H -2.490 -0.198 -1.960
H 3.371 0.343 6.654
H 0.983 -0.117 6.023
H -3.948 -0.072 -3.738
H 1.187 3.549 -1.343
H 2.364 2.614 -0.368
H 1.431 4.483 2.193
H -0.317 -1.273 -6.930
H -0.953 4.196 -0.350
H 0.997 -2.318 1.542
H 0.121 2.391 2.350
H -4.499 -0.501 -6.141
H 1.990 4.344 0.036
H 1.136 -3.431 0.151
H 4.954 1.207 4.918
H 2.360 1.259 0.871
H -1.901 -3.025 1.980
H 2.843 3.437 1.866
H 0.120 -3.869 1.559
H 4.202 1.395 2.542
H 1.974 3.322 3.439
H 0.274 -1.421 -2.495
H -1.066 -5.219 -0.070
H 0.585 0.588 -0.869
H -2.788 -1.906 0.906
H -2.677 -1.095 -7.749
H 0.199 -0.864 -4.534
H -1.533 -1.295 2.005
H 0.129 -0.448 2.028
H -0.112 4.930 1.037
H -2.267 -4.994 -1.379